Molecular formula: C8H22Br8O3
Method: DFT, the ωB97M-V functional and the def2-TZVPD basis

Properties
Spin multiplicity: 1
SMILES string: BrCCBr.BrCCBr.BrCCBr.BrCCBr.O.O.O
HOMO (eV): -9.95
Energy relative to the best compared isomer or geometry (same formula, charge and spin) (kJ/mol): 0.0
Frontier orbital gap (eV): 10.17

Each line ends with the natural charge from an NBO analysis.
Cartesian coordinates (Å):
Br1 -12.821 -7.795 7.653  0.0005
C1 -12.664 -8.006 5.705  -0.4554
C2 -13.549 -9.107 5.144  -0.4562
Br2 -14.149 -8.641 3.369  -0.0069
H1 -11.614 -8.266 5.435  0.2268
H2 -12.833 -7.054 5.218  0.2370
H3 -14.392 -9.287 5.798  0.2366
H4 -12.950 -10.038 4.985  0.2312
Br3 -17.654 -8.652 -1.408  -0.0697
C3 -16.799 -10.364 -2.058  -0.4153
C4 -17.024 -11.473 -1.065  -0.4433
Br4 -16.084 -11.132 0.655  -0.0376
H5 -15.783 -10.014 -2.202  0.2313
H6 -17.282 -10.402 -3.035  0.2524
H7 -16.755 -12.464 -1.380  0.2387
H8 -18.113 -11.422 -0.724  0.2397
Br5 -16.444 -9.142 -5.451  -0.0670
C5 -14.728 -8.054 -5.257  -0.3794
C6 -14.237 -7.382 -6.558  -0.5034
Br6 -12.997 -5.994 -6.276  0.0528
H9 -13.903 -8.648 -4.914  0.2286
H10 -15.052 -7.312 -4.566  0.2161
H11 -15.160 -7.022 -7.078  0.2293
H12 -13.733 -8.097 -7.215  0.2253
Br7 -12.630 -8.641 -2.050  -0.0234
C7 -14.090 -7.629 -1.345  -0.4550
C8 -13.577 -6.352 -0.610  -0.4754
Br8 -13.097 -4.960 -1.851  -0.0148
H13 -14.571 -8.296 -0.687  0.2281
H14 -14.711 -7.294 -2.222  0.2289
H15 -12.689 -6.528 -0.020  0.2273
H16 -14.426 -6.060 0.054  0.2745
O1 -17.413 -8.252 2.928  -0.9738
H17 -16.581 -8.772 2.911  0.4883
H18 -18.105 -8.691 2.402  0.4824
O2 -16.446 -6.030 0.866  -0.9799
H19 -17.072 -5.316 0.764  0.4730
H20 -16.862 -6.709 1.472  0.5066
O3 -13.581 -3.410 1.767  -0.9498
H21 -14.508 -3.505 1.756  0.4725
H22 -13.268 -2.961 0.966  0.4783


Molecular formula: C2H14O4S2
Method: DFT, the ωB97M-V functional and the def2-TZVPD basis

Properties
<S²>: 0.75
Spin multiplicity: 2
HOMO (alpha / beta) (eV): 0.42 / -5.30
Energy relative to the best compared isomer or geometry (same formula, charge and spin) (kJ/mol): 139.3
Total charge: -1
Frontier orbital gap (alpha / beta) (eV): 2.38 / 8.09

Each line ends with the Löwdin spin population.
Cartesian coordinates (Å):
C1 1.712 -0.037 1.238  0.0060
C2 0.803 -1.008 1.984  0.0163
S1 0.195 -2.357 0.932  0.2771
S2 -1.131 -1.412 -0.330  0.3552
H1 1.334 0.168 0.233  0.0025
H2 2.713 -0.441 1.121  0.0014
H3 1.735 0.922 1.764  0.0011
H4 0.033 -0.510 2.559  0.0032
H5 1.394 -1.545 2.714  0.0085
H6 -0.507 -1.138 -1.504  0.0444
H7 -0.615 2.599 -1.246  0.0116
H8 -0.092 3.484 -2.287  0.0046
O1 0.233 2.855 -1.634  0.0258
H9 -2.965 4.037 -2.557  0.0088
H10 -3.218 3.142 -1.301  0.0127
O2 -2.532 3.552 -1.846  0.0445
H11 -4.370 1.111 -0.064  0.0563
H12 -3.791 2.034 1.062  0.0303
O3 -4.253 2.035 0.214  0.0798
H13 5.030 -1.895 0.241  0.0027
H14 6.525 -1.898 0.605  0.0008
O4 5.882 -1.522 -0.012  0.0064


Molecular formula: C20H60F2O10S10Sn
Method: DFT, the ωB97M-V functional and the def2-TZVPD basis

Properties
Spin multiplicity: 1
HOMO (eV): -8.41
Energy relative to the best compared isomer or geometry (same formula, charge and spin) (kJ/mol): 154.1
Frontier orbital gap (eV): 6.86

Each line ends with the Mulliken charge.
Cartesian coordinates (Å):
Sn1 -1.938 1.891 0.340  1.7318
F1 -1.858 3.079 3.126  -0.7653
F2 0.071 -0.411 0.535  -0.8857
C1 2.459 0.718 -1.557  -0.9171
S1 2.288 -0.362 -3.049  0.6391
O1 3.408 -0.198 -4.023  -0.7238
C2 2.740 -1.916 -2.148  -1.3210
H1 2.968 1.645 -1.820  0.4582
H2 3.301 0.440 -0.922  0.4528
H3 1.571 0.893 -0.950  0.0584
H4 2.698 -2.758 -2.839  0.5464
H5 2.092 -2.101 -1.291  0.1789
H6 3.796 -1.885 -1.880  0.5427
C3 -5.105 2.021 -4.407  -1.0983
S2 -3.900 0.887 -3.644  0.5417
O2 -3.272 1.614 -2.462  -0.5047
C4 -2.749 1.016 -5.100  -0.9837
H7 -5.850 1.437 -4.949  0.3914
H8 -4.621 2.686 -5.122  0.3087
H9 -5.626 2.545 -3.607  0.3501
H10 -3.274 0.676 -5.993  0.4910
H11 -1.897 0.343 -5.008  0.2119
H12 -2.395 2.025 -5.309  0.3022
C5 -6.536 1.112 3.434  -1.2146
S3 -4.959 0.341 2.817  0.5772
O3 -4.242 1.251 1.798  -0.6280
C6 -4.099 0.433 4.386  -0.7005
H13 -7.162 0.492 4.075  0.3758
H14 -7.123 1.471 2.588  0.3560
H15 -6.339 2.029 3.989  0.3864
H16 -4.147 1.293 5.054  0.3942
H17 -3.040 0.191 4.304  -0.0800
H18 -4.432 -0.365 5.049  0.4482
C7 -4.870 -2.459 0.354  -1.0468
S4 -3.243 -2.185 -0.353  0.6139
O4 -3.119 -0.670 -0.365  -0.6472
C8 -2.170 -2.741 1.068  -0.7650
H19 -4.936 -2.109 1.384  0.1980
H20 -4.972 -3.542 0.288  0.4354
H21 -5.508 -1.925 -0.351  0.3867
H22 -1.107 -2.581 0.886  0.0404
H23 -2.449 -3.779 1.249  0.5987
H24 -2.422 -2.019 1.844  0.1737
C9 -1.483 -3.874 -2.811  -0.7977
S5 -0.774 -2.657 -3.941  0.4485
O5 -1.760 -2.463 -5.115  -0.6799
C10 -0.886 -1.200 -2.784  0.8437
H25 -1.030 -3.965 -1.824  0.2432
H26 -1.549 -4.828 -3.336  0.4559
H27 -2.506 -3.560 -2.604  0.1970
H28 -0.166 -1.359 -1.980  0.1681
H29 -1.926 -1.142 -2.463  -0.2134
H30 -0.690 -0.272 -3.321  -0.5395
C11 4.088 0.193 2.299  -0.8883
S6 5.105 -1.279 2.285  0.7007
O6 5.772 -1.388 0.920  -0.6793
C12 6.613 -0.590 3.190  -1.1191
H31 4.094 0.553 3.328  0.4776
H32 3.062 -0.025 2.001  0.1271
H33 4.628 1.000 1.805  0.3971
H34 7.321 -0.223 2.447  0.3154
H35 7.117 -1.418 3.688  0.3623
H36 6.376 0.098 4.002  0.3337
C13 0.930 -1.562 3.967  -0.8423
S7 -0.077 -0.118 4.539  0.6924
O7 -0.107 -0.072 6.062  -0.7532
C14 0.957 1.307 3.918  -0.6173
H37 0.475 -2.422 4.459  0.4612
H38 1.974 -1.643 4.269  0.3215
H39 0.725 -1.729 2.910  0.0569
H40 0.605 2.304 4.181  0.3707
H41 0.886 1.285 2.830  -0.0556
H42 2.009 1.180 4.171  0.3884
C15 2.951 -4.011 1.440  -0.9215
S8 4.449 -4.925 0.819  0.6148
O8 4.493 -6.326 1.400  -0.6958
C16 3.923 -5.082 -0.914  -0.7107
H43 3.217 -3.840 2.484  0.3475
H44 2.074 -4.658 1.462  0.5735
H45 2.830 -3.037 0.966  0.0967
H46 3.029 -4.530 -1.204  -0.0463
H47 3.453 -6.064 -0.960  0.4112
H48 4.634 -5.083 -1.740  0.3697
C17 2.380 3.562 0.384  -0.7378
S9 2.310 3.934 2.161  0.6050
O9 3.226 5.157 2.495  -0.6988
C18 0.590 4.715 2.019  -0.7521
H49 3.355 3.086 0.279  0.4088
H50 2.138 4.410 -0.257  0.3810
H51 1.632 2.786 0.223  0.0380
H52 0.500 5.675 1.510  0.4010
H53 0.099 4.724 2.992  0.3406
H54 0.030 4.003 1.414  -0.1070
C19 0.965 3.007 -4.406  -1.1113
S10 -0.469 2.847 -3.205  0.7897
O10 -0.015 2.344 -1.856  -0.6381
C20 -0.814 4.631 -3.047  -1.1894
H55 1.013 2.083 -4.981  0.3323
H56 1.886 3.091 -3.828  0.3085
H57 0.978 3.881 -5.058  0.4369
H58 -0.814 5.127 -4.018  0.4401
H59 -0.034 5.028 -2.398  0.3266
H60 -1.827 4.811 -2.688  0.3026


Molecular formula: C3H7F3NP
Method: DFT, the ωB97M-V functional and the def2-TZVPD basis

Properties
Spin multiplicity: 1
SMILES string: NPCCC(F)(F)F
HOMO (eV): -8.26
Energy relative to the best compared isomer or geometry (same formula, charge and spin) (kJ/mol): 0.0
Frontier orbital gap (eV): 8.93

Each line ends with the natural charge from an NBO analysis.
Cartesian coordinates (Å):
N1 2.183 -0.763 0.449  -1.1173
P1 1.826 0.621 -0.609  0.6854
C1 0.126 1.362 -0.219  -0.7309
C2 -0.860 0.429 0.612  -0.5013
C3 -1.437 -0.803 -0.176  0.9822
F1 -2.487 -0.507 -1.028  -0.3274
F2 -1.966 -1.693 0.787  -0.3517
F3 -0.505 -1.541 -0.887  -0.3339
H1 1.596 -0.731 1.287  0.3741
H2 2.042 -1.641 -0.069  0.3866
H3 1.693 0.014 -1.919  -0.0441
H4 0.323 2.274 0.438  0.2402
H5 -0.348 1.790 -1.165  0.2527
H6 -0.425 0.112 1.616  0.2370
H7 -1.761 1.077 0.884  0.2482